C4H3ClF2 | ωB97M-V with the def2-TZVPD basis set

The value obtained for the total energy is -814.05082 Eh. As for the SMILES: FC1=C(Cl)C[C@H]1F. The calculation puts the largest force on an atom at 4.469 eV/A.

Last column: Mulliken charge in e.
Element x y z (Å)
F: 1.41777 -2.04100 0.47860  -0.271
C: 0.67798 -0.88632 0.32195  -0.117
C: 1.03183 0.45927 0.03014  0.380
Cl: 2.41197 1.38546 -0.02978  -0.177
C: -0.39551 0.88576 -0.17407  -0.792
C: -0.77932 -0.58678 0.16795  0.489
F: -1.34939 -1.25709 -0.88203  -0.312
H: -0.69077 1.58021 0.48105  0.258
H: -0.74876 1.29513 -1.23974  0.241
H: -1.57580 -0.83464 0.84592  0.300

Cartesian forces, eV/Å:
F -1.487 1.964 0.057
C 2.315 2.753 -0.834
C -1.415 -4.198 0.591
Cl 0.791 0.266 -0.043
C 0.272 -1.647 -3.711
C -0.530 -0.467 -0.681
F -0.101 -0.547 -1.955
H -1.331 2.616 2.743
H 1.012 -1.392 2.056
H 0.474 0.653 1.776


C3H9BrSi | ωB97M-V with the def2-TZVPD basis set

The value obtained for the total energy is -2983.02220 Eh. The calculation puts the largest force on an atom at 3.087 eV/A.

Last column: Mulliken charge in e.
Element x y z (Å)
C: -0.51805 2.11963 0.02881  -0.893
C: -0.25001 -1.21806 0.34502  -0.575
C: -1.13253 -0.53921 -0.53008  -0.685
Si: 1.67586 -1.01117 -0.06149  0.482
Br: -2.92303 -0.21307 0.06097  -0.156
H: -0.48937 3.03872 -0.57338  0.317
H: -1.32903 2.11263 0.73988  0.308
H: 0.48702 1.81365 0.35286  0.251
H: -0.63868 -2.27861 0.34013  0.437
H: -0.26726 -0.93247 1.35588  0.383
H: -0.76175 0.08032 -1.35851  0.510
H: 2.34587 0.02696 0.62915  -0.118
H: 1.67583 -0.65668 -1.46753  -0.120
H: 2.12511 -2.34264 0.13829  -0.141

Cartesian forces, eV/Å:
C 0.952 1.001 0.217
C 1.786 -1.995 -0.278
C -0.882 2.511 -1.100
Si -2.859 -0.667 -0.955
Br 0.366 -0.295 -0.388
H -0.135 -0.643 -0.165
H 0.003 -0.381 0.081
H -0.619 -0.087 -0.025
H 0.995 0.464 0.205
H -0.629 0.603 1.660
H -0.723 -0.423 0.186
H 0.502 0.746 0.912
H 0.291 0.078 -0.615
H 0.951 -0.915 0.267


C34H34N6O7RhS2 | ωB97M-V with the def2-TZVPD basis set

As for the spin multiplicity: 5. The value obtained for the total energy is -3077.88312 Eh. The charge is +1. The calculation puts the largest force on an atom at 0.429 eV/A.

Last column: Mulliken charge in e.
Element x y z (Å)
Rh: -0.22536 0.12085 -0.18964  1.590
C: -5.44593 2.29935 0.58923  -0.885
C: -4.79798 1.49526 1.70599  -0.879
N: -4.46116 0.12692 1.30316  0.257
C: -5.60860 -0.78688 1.16823  -0.083
C: -5.87492 -1.56024 2.44864  -1.256
C: -3.22565 -0.36555 1.20635  0.597
S: -1.89075 0.78010 1.42771  -0.546
N: -3.11911 -1.65804 0.94446  0.184
C: -1.94272 -2.29208 0.87660  -0.087
O: -0.80287 -1.77032 0.89291  -1.155
C: -2.01665 -3.77721 0.77811  0.662
C: -0.84967 -4.52724 0.91028  -0.401
C: -0.89639 -5.90695 0.80168  -0.836
C: -2.10594 -6.54159 0.54943  -0.440
C: -3.27019 -5.79827 0.41578  -0.783
C: -3.22899 -4.41864 0.53870  -0.261
H: -5.57820 3.32927 0.91965  0.394
H: -6.42744 1.91484 0.31625  0.413
H: -4.82722 2.30219 -0.30740  0.066
H: -5.46144 1.42073 2.57095  0.330
H: -3.89634 1.99596 2.04899  0.487
H: -5.41402 -1.45869 0.33533  -0.193
H: -6.46367 -0.16645 0.90434  0.475
H: -5.03441 -2.20896 2.68672  0.270
H: -6.76487 -2.17777 2.33019  0.407
H: -6.04694 -0.88597 3.28745  0.361
H: 0.08301 -4.01906 1.11188  0.528
H: 0.00636 -6.49018 0.92163  0.444
H: -2.14208 -7.61946 0.46484  0.409
H: -4.21106 -6.29605 0.22440  0.439
H: -4.12973 -3.82778 0.45154  0.470
O: 7.28396 -1.29993 -1.40287  -0.569
N: 6.59232 -0.66768 -0.63933  0.969
O: 6.99705 0.03717 0.26215  -0.566
C: 5.12601 -0.83661 -0.76127  0.007
C: 4.71007 -2.00723 -1.28305  -0.787
C: 3.31075 -2.28698 -1.40095  1.024
C: 2.80200 -3.47885 -1.94939  -0.631
C: 1.44504 -3.64810 -2.04230  -1.392
C: 0.60084 -2.62349 -1.59263  -0.607
N: 1.06466 -1.50438 -1.07624  0.283
C: 2.39610 -1.33164 -0.96445  -0.163
C: 2.85681 -0.09220 -0.38806  0.320
N: 1.90170 0.77517 0.02313  -0.209
C: 2.25059 1.97110 0.45612  -0.052
C: 3.59439 2.35897 0.52641  -1.299
C: 4.57872 1.48005 0.16304  -0.422
C: 4.22229 0.19573 -0.30678  0.548
H: 5.44000 -2.73387 -1.61206  0.556
H: 3.48570 -4.24407 -2.29300  0.485
H: 1.01311 -4.54804 -2.45452  0.513
H: -0.47465 -2.70839 -1.67056  0.899
H: 1.45069 2.65368 0.71687  0.582
H: 3.83478 3.35445 0.86868  0.440
H: 5.61619 1.76626 0.22323  0.553
C: -6.77761 -3.25384 -4.99964  -1.524
C: -5.66374 -2.40155 -4.46560  0.859
C: -4.99140 -1.51424 -5.30475  -0.772
C: -3.94783 -0.73733 -4.83728  -0.874
C: -3.57582 -0.84846 -3.50416  -0.212
C: -4.22666 -1.72046 -2.64264  0.085
C: -5.26649 -2.49259 -3.13444  -0.886
S: -2.28429 0.16374 -2.89406  1.533
O: -1.39704 0.49015 -3.96418  -0.791
O: -1.77242 -0.58829 -1.73487  0.558
N: -2.99140 1.49509 -2.27683  0.054
C: -2.60053 2.83789 -2.76699  -0.809
C: -2.02183 3.68063 -1.64297  -0.622
C: -0.77354 3.15303 -0.95086  0.289
O: -0.15326 3.85885 -0.18083  -0.660
O: -0.49176 1.90591 -1.21505  -0.529
H: -7.52209 -2.64549 -5.51315  0.375
H: -7.27512 -3.80180 -4.20210  0.342
H: -6.39616 -3.97865 -5.72014  0.338
H: -5.28469 -1.43949 -6.34402  0.426
H: -3.41456 -0.06894 -5.49835  0.512
H: -3.91508 -1.80192 -1.60922  0.221
H: -5.77456 -3.18483 -2.47489  0.360
H: -2.90924 1.43418 -1.26667  -0.143
H: -3.49532 3.32405 -3.15689  0.360
H: -1.89149 2.72528 -3.58451  0.426
H: -2.77619 3.79529 -0.85478  0.163
H: -1.81680 4.69063 -1.99916  0.460

Cartesian forces, eV/Å:
Rh -0.324 0.054 0.104
C -0.021 0.035 0.046
C 0.098 -0.017 0.006
N -0.050 -0.065 0.027
C 0.018 0.035 0.007
C -0.031 -0.027 -0.024
C 0.072 0.083 -0.149
S -0.015 0.086 0.089
N 0.030 0.081 -0.007
C 0.034 -0.090 0.143
O 0.095 -0.042 -0.212
C -0.007 0.068 -0.010
C -0.019 -0.020 -0.038
C -0.013 0.020 0.010
C 0.005 -0.020 -0.004
C -0.003 0.025 0.015
C 0.003 -0.037 -0.007
H -0.009 0.010 -0.011
H -0.003 -0.026 -0.010
H 0.040 0.005 -0.016
H -0.030 0.021 -0.035
H 0.013 -0.018 0.017
H -0.029 0.002 0.026
H -0.008 -0.024 0.013
H 0.022 -0.006 0.006
H -0.016 -0.007 0.001
H -0.003 0.020 0.022
H 0.021 0.016 0.008
H 0.018 -0.012 0.001
H 0.001 -0.012 -0.005
H -0.011 -0.006 -0.002
H -0.017 0.010 -0.001
O 0.055 0.095 -0.081
N -0.075 -0.235 0.189
O 0.012 0.091 -0.058
C 0.000 0.061 -0.054
C -0.101 0.051 0.040
C 0.096 -0.009 -0.035
C -0.017 0.012 0.019
C -0.002 0.051 0.029
C 0.030 -0.024 -0.125
N 0.109 -0.058 0.060
C -0.024 0.104 0.085
C -0.099 -0.081 -0.019
N 0.030 0.045 0.029
C 0.108 0.051 0.073
C -0.074 -0.035 0.013
C 0.011 -0.013 -0.033
C 0.052 -0.063 -0.011
H -0.002 0.012 -0.003
H 0.009 -0.015 -0.010
H -0.001 -0.008 -0.013
H -0.014 -0.018 0.035
H -0.033 0.009 -0.029
H 0.017 0.009 0.008
H 0.002 -0.008 0.015
C -0.031 -0.007 -0.007
C 0.014 -0.008 0.012
C -0.001 -0.006 -0.028
C 0.020 -0.031 0.030
C -0.115 0.021 0.009
C -0.026 0.001 -0.052
C 0.023 0.018 0.012
S 0.087 -0.268 0.114
O -0.046 0.055 0.016
O 0.100 0.026 -0.052
N 0.020 0.183 0.025
C -0.050 -0.067 -0.056
C -0.114 0.114 0.027
C 0.104 -0.186 0.096
O 0.006 0.031 0.125
O 0.038 -0.001 -0.427
H -0.004 0.006 -0.009
H -0.010 -0.009 0.009
H 0.008 -0.003 -0.009
H -0.007 0.003 -0.020
H 0.015 0.036 -0.006
H 0.015 -0.009 0.031
H -0.012 -0.013 0.016
H -0.108 -0.053 -0.001
H 0.040 0.017 -0.030
H 0.029 -0.034 0.026
H 0.047 0.041 0.018
H 0.006 -0.024 -0.002


C8H12NO9P | ωB97M-V with the def2-TZVPD basis set

The value obtained for the total energy is -1385.03039 Eh. As for the SMILES: CC(=O)OC(=O)CO[P@@](=O)(O)ON(C(C)=O)C(C)=O. The calculation puts the largest force on an atom at 9.251 eV/A.

Last column: Mulliken charge in e.
Element x y z (Å)
C: 6.18080 0.38850 0.99251  -0.723
C: 5.23325 -0.06027 -0.30337  0.535
O: 5.33601 0.68196 -1.41880  -0.507
O: 4.34830 -1.24432 -0.21220  -0.246
C: 3.05946 -0.83801 0.42529  0.237
O: 2.89828 -1.08632 1.73933  -0.483
C: 1.83738 -0.13876 -0.44867  0.062
O: 1.23630 -1.25788 -1.24337  -0.374
P: -0.43364 -0.77107 -1.57402  0.995
O: -0.37653 0.77193 -1.91306  -0.629
O: -1.05779 -1.56922 -3.03215  -0.533
O: -1.50995 -1.16538 -0.23535  -0.220
N: -2.59934 -0.37747 -0.24694  0.397
C: -2.42034 0.88293 0.57844  0.380
C: -3.18587 2.24474 -0.01813  -0.823
O: -1.67686 0.96551 1.69911  -0.548
C: -3.87164 -1.12220 0.09207  0.402
C: -4.72008 -0.93099 1.50770  -0.787
O: -4.41103 -1.98326 -0.81516  -0.522
H: 7.05510 1.02892 0.54474  0.288
H: 6.56740 -0.61048 1.51465  0.290
H: 5.50639 0.95441 1.76734  0.236
H: 1.08215 0.32135 0.33146  0.264
H: 2.21314 0.72855 -1.14789  0.328
H: -1.43156 -0.79873 -3.58861  0.357
H: -3.05498 2.16194 -1.19958  0.266
H: -4.32562 2.10656 0.22248  0.232
H: -2.71878 3.24231 0.37649  0.312
H: -5.39108 -1.86705 1.77361  0.299
H: -3.98964 -0.71586 2.42230  0.285
H: -5.37928 0.05763 1.40978  0.230

Cartesian forces, eV/Å:
C -0.763 -1.555 -0.531
C 1.427 4.383 -4.612
O -1.210 -5.359 7.060
O -1.230 3.531 0.956
C -0.602 -1.410 6.538
O 1.152 1.712 -9.017
C 0.868 0.487 0.806
O -3.680 1.424 0.474
P 0.397 4.105 -3.540
O -0.669 -5.053 1.727
O 0.961 2.267 2.802
O 3.767 -1.420 -1.527
N -3.309 2.424 1.664
C 3.036 2.328 5.171
C 0.289 -1.864 -0.912
O -4.389 -1.073 -7.337
C -3.972 -4.913 -3.808
C 0.835 1.143 0.312
O 4.115 5.612 5.707
H -1.955 -1.263 1.012
H -0.789 2.290 -1.162
H 1.360 -0.992 -1.622
H 1.633 -1.165 -1.461
H -0.588 -2.009 1.272
H 0.976 -1.392 1.411
H -0.304 0.294 2.618
H 2.176 0.538 -0.381
H -0.962 -2.291 -0.483
H 1.532 2.016 -1.106
H -1.392 -0.531 -2.119
H 1.288 -2.266 0.091